C4H11NO | ωB97M-V/def2-TZVPD

The geometry in XYZ format:
```
17
Properties=species:S:1:pos:R:3:forces:R:3
N 0.25456 -2.14191 -0.23456 -3.374 -1.703 -2.044
C -0.97366 -1.39535 -0.75868 4.283 -1.575 -2.221
C 0.45557 2.29511 -0.79362 0.043 -2.299 -2.713
C 0.43543 0.77941 -0.78777 -1.954 -0.529 -0.192
C -0.73409 0.05129 -0.78808 -0.233 1.801 0.727
H 0.77161 -1.66712 0.41296 1.049 1.890 2.205
H 0.87152 -2.39900 -0.96407 0.449 -0.198 -0.952
H -1.84049 -1.72822 -0.31424 -1.745 -0.183 1.803
H -1.20775 -1.78763 -1.82953 0.840 0.542 1.128
H 1.06988 2.71172 -0.09138 1.635 0.996 2.038
H 0.77700 2.62747 -1.78093 0.505 0.075 -0.142
H -0.49325 2.68964 -0.75247 -2.360 0.818 0.642
H 1.43381 0.33833 -0.77044 -0.495 -0.345 0.077
H -1.76750 0.48696 -0.69901 1.354 0.731 -0.334
H -0.13798 -0.14539 3.25413 0.430 -0.569 1.099
H -0.33153 0.56064 2.07733 2.434 0.105 0.817
O 0.49667 0.36540 2.73356 -2.859 0.444 -1.939
```
Forces are in eV/Å.

## Properties
Expectation value of S² ... 0.751
Net charge ... -1
HOMO level (alpha / beta) ... 1.1 / -5.1 eV
Spin multiplicity ... 2


C4H11NO | ωB97M-V/def2-TZVPD

The geometry in XYZ format:
```
17
Properties=species:S:1:pos:R:3:forces:R:3
C 3.79684 0.95796 -0.12804 0.896 -1.097 -0.248
C 3.14734 0.02083 0.89510 -1.866 0.843 -0.171
C 2.80604 0.64213 2.25689 0.938 -0.510 0.177
H 3.07846 1.35348 -0.83996 -0.118 0.444 0.280
H 4.46381 0.34662 -0.74643 0.048 0.128 -0.051
H 4.43943 1.72278 0.30376 -0.239 0.222 0.096
H 3.63991 -0.93653 1.02395 0.422 0.064 0.064
H 2.16632 -0.22076 0.46484 0.155 -0.330 -0.063
H 2.18948 -0.05780 2.82062 -0.061 0.072 0.102
H 3.73946 0.76886 2.81369 -0.108 0.150 0.163
H 2.30467 1.60708 2.23538 -0.068 0.013 -0.349
C -5.94282 -0.51301 -2.26500 0.525 -0.171 -0.804
N -5.96073 -1.58774 -1.43962 -0.355 -0.400 0.655
O -4.94547 0.00763 -2.70951 0.050 0.078 0.368
H -6.93334 -0.19548 -2.62731 -0.186 -0.102 0.353
H -5.15654 -1.96337 -0.95498 0.173 0.441 -0.463
H -6.83286 -1.95269 -1.10338 -0.208 0.154 -0.109
```
Forces are in eV/Å.

## Properties
Structure (SMILES) ... NC=O.CCC
HOMO level ... -10.1 eV


C4H11NO | ωB97M-V/def2-TZVPD

The geometry in XYZ format:
```
17
Properties=species:S:1:pos:R:3:forces:R:3
C 0.41267 1.54198 -0.85358 -0.363 -0.047 0.285
O 0.39999 1.96861 0.47437 0.368 0.421 -0.127
C -0.34121 0.21505 -0.99230 0.091 0.551 -1.384
C 0.40053 -1.01386 -0.64713 0.253 -0.451 0.545
C -0.05310 -1.34633 0.79199 0.396 -1.090 -0.106
N 0.09056 -0.15861 1.58149 -2.004 -1.061 1.203
H 1.44406 1.37795 -1.20901 -0.096 -0.002 -0.192
H -0.07908 2.27906 -1.49899 0.203 0.118 0.161
H 0.44443 1.08209 1.08384 0.084 1.110 -0.655
H -0.97908 0.15059 -1.86814 -0.154 0.023 0.074
H -0.97081 0.33949 0.05818 -0.520 0.310 -2.047
H 1.47823 -0.81840 -0.66459 -0.023 0.064 0.227
H 0.22137 -1.86626 -1.30307 -0.256 0.120 -0.040
H -1.09329 -1.70112 0.69162 0.048 -0.043 0.288
H 0.51010 -2.20701 1.16689 0.262 0.199 -0.040
H -1.51049 0.40994 0.71147 1.621 -0.141 1.691
H -0.37489 -0.25317 2.47696 0.091 -0.081 0.117
```
Forces are in eV/Å.

## Properties
HOMO level ... -8.4 eV


C4H11NO | ωB97M-V/def2-TZVPD

The geometry in XYZ format:
```
17
Properties=species:S:1:pos:R:3:forces:R:3
C -0.47693 -2.22294 1.23679 -0.108 0.398 -0.002
C -0.04344 -1.05418 0.36967 0.014 -0.150 -2.116
N 0.20083 0.22515 1.00250 0.394 1.065 0.164
C -0.14940 1.47299 0.30238 -1.225 -0.530 -2.366
C -0.10287 1.42599 -1.29882 0.541 -0.182 1.863
O 1.20966 1.84926 -1.65860 -0.260 0.279 -0.256
H -0.66844 -3.06623 0.55730 0.447 -0.067 0.472
H 0.30938 -2.38183 1.97300 -0.057 -0.595 -0.008
H -1.41339 -2.06903 1.79112 0.242 0.354 -0.222
H 0.84122 -1.31086 -0.25027 0.222 -0.445 0.792
H -0.69660 -0.99594 -0.51403 -0.765 0.424 0.714
H 1.20227 0.34677 1.07078 0.059 -0.499 0.492
H -1.16981 1.85005 0.46254 0.167 -0.380 0.832
H 0.57598 2.23939 0.56950 -0.203 0.046 0.181
H -0.91493 2.06966 -1.65661 0.464 0.197 -0.304
H -0.26480 0.41957 -1.69555 -0.220 0.192 0.147
H 1.56128 1.20217 -2.26170 0.289 -0.108 -0.382
```
Forces are in eV/Å.

## Properties
Structure (SMILES) ... CCNCCO
HOMO level ... -8.7 eV


C4H11NO | ωB97M-V/def2-TZVPD

The geometry in XYZ format:
```
17
Properties=species:S:1:pos:R:3:forces:R:3
C 1.59515 0.52364 1.68763 -0.113 0.419 0.359
C 1.65415 0.22218 0.20395 -1.448 -0.853 -0.919
C 0.28377 0.36307 -0.46480 0.973 1.410 -0.075
C -0.06446 -0.30799 -1.56859 1.092 -0.514 0.200
N -1.34927 -0.48872 -1.98392 -1.107 0.127 -0.260
H 0.62653 0.38640 2.17734 -0.156 -0.518 -0.462
H 2.29922 -0.12240 2.20512 0.255 0.391 0.305
H 1.75931 1.58568 1.87330 0.567 -0.028 0.094
H 1.84694 -0.84195 0.06212 0.662 0.061 0.105
H 2.40971 0.80680 -0.31886 0.205 0.055 0.160
H -0.21367 1.30138 -0.22808 -0.868 -0.531 0.468
H 0.71692 -0.79067 -2.16108 -0.082 -0.418 0.213
H -1.94554 -0.79521 -1.23169 -0.430 0.397 -0.298
H -1.53198 -1.01644 -2.81851 0.323 -0.004 -0.113
H -1.94096 -0.46381 0.66737 0.008 0.282 0.335
H -3.24167 0.08973 1.30401 0.058 0.225 0.271
O -2.90415 -0.45169 0.59469 0.061 -0.500 -0.382
```
Forces are in eV/Å.

## Properties
Structure (SMILES) ... CC/C=C/N.O
HOMO level ... -7.9 eV


C4H11NO | ωB97M-V/def2-TZVPD

The geometry in XYZ format:
```
17
Properties=species:S:1:pos:R:3:forces:R:3
C 0.30166 1.00246 -0.45948 -0.115 0.058 0.021
C -2.23092 -0.91113 0.11108 -0.395 0.752 0.850
C 0.80187 -0.53800 1.35290 -0.225 0.141 0.128
C 1.52609 0.74715 -1.32963 -0.184 0.008 0.203
N -0.09327 -0.19414 0.26949 0.114 0.014 -0.080
O -1.40155 0.03056 0.83248 0.303 -1.051 -1.115
H -0.54614 1.27037 -1.09415 0.044 0.017 0.069
H 0.48807 1.84025 0.22985 -0.055 0.027 -0.031
H -2.27008 -0.69397 -0.96064 0.188 0.032 0.119
H -1.92649 -1.94798 0.27839 0.163 0.178 -0.002
H -3.21922 -0.75397 0.54179 -0.152 -0.129 -0.103
H 0.92036 0.28655 2.06930 0.039 0.000 0.030
H 0.39375 -1.40201 1.87408 0.074 -0.020 0.015
H 1.77239 -0.79921 0.93589 0.022 -0.015 0.013
H 1.67424 1.58511 -2.00579 0.058 0.071 -0.053
H 2.42478 0.63494 -0.72856 0.118 -0.017 0.006
H 1.38446 -0.15698 -1.91700 0.003 -0.067 -0.070
```
Forces are in eV/Å.

## Properties
Structure (SMILES) ... CCN(C)OC
HOMO level ... -8.9 eV


C4H11NO | ωB97M-V/def2-TZVPD

The geometry in XYZ format:
```
17
Properties=species:S:1:pos:R:3:forces:R:3
C -1.00370 0.65112 0.30324 0.305 -0.017 0.382
C 1.15100 -1.43859 -0.51336 1.018 -2.088 3.177
C 1.27941 1.43810 0.08887 -0.204 -0.241 0.372
C -1.96961 -0.49546 0.04756 0.129 0.137 -0.011
N 0.38525 0.29552 0.01381 -1.524 2.486 0.315
O 0.82519 -0.70060 0.98039 0.547 -0.698 -4.723
H -1.05362 0.95093 1.36102 -0.151 0.090 0.013
H -1.26282 1.51595 -0.31465 0.076 -0.054 0.034
H 0.24007 -1.88687 -0.89745 -0.053 0.362 0.179
H 1.74049 -0.96485 -1.30370 -0.295 0.636 0.620
H 1.77793 -2.20459 -0.05764 0.106 -0.591 -0.366
H 1.25738 1.87536 1.09453 0.080 0.116 0.015
H 2.29514 1.10536 -0.12074 0.024 0.009 -0.032
H 0.98257 2.18637 -0.64717 -0.026 -0.061 0.015
H -1.99061 -0.76173 -1.01011 0.009 -0.023 0.004
H -1.67738 -1.36567 0.63303 -0.034 -0.034 -0.003
H -2.97667 -0.20034 0.34239 -0.007 -0.028 0.010
```
Forces are in eV/Å.

## Properties
HOMO level ... -8.2 eV


C4H11NO | ωB97M-V/def2-TZVPD

The geometry in XYZ format:
```
17
Properties=species:S:1:pos:R:3:forces:R:3
C 1.61858 -0.12036 1.28508 -0.261 -0.206 -0.341
N 0.78721 0.15849 0.10699 -1.804 0.851 1.303
C 0.48207 1.59569 0.00131 0.235 -0.034 -1.018
C -0.53743 -0.55661 0.26556 1.424 -0.577 -1.110
C -1.04514 -0.81078 -1.13805 0.453 0.337 -1.090
O -2.32198 -1.42345 -1.10739 0.104 -0.296 -0.172
H 2.58968 0.36804 1.27052 0.085 0.135 -0.512
H 1.16726 0.20209 2.23776 -0.199 -0.379 -0.080
H 1.77492 -1.19710 1.20959 0.187 0.020 0.717
H -0.18650 2.04977 0.74372 0.257 -0.390 0.597
H -0.05391 1.78432 -0.93858 0.367 -0.062 0.027
H 1.42996 2.12899 -0.03451 -0.063 0.234 0.024
H -1.32015 -0.02446 0.79989 0.132 0.405 0.379
H -0.34206 -1.49791 0.78501 -0.152 -0.006 -0.091
H -0.29646 -1.31292 -1.80486 -0.490 -0.358 0.957
H -1.13107 0.14419 -1.65815 -0.160 0.408 0.178
H -2.61498 -1.48799 -2.02391 -0.118 -0.082 0.232
```
Forces are in eV/Å.

## Properties
Structure (SMILES) ... CN(C)CCO
HOMO level ... -9.0 eV


C4H11NO | ωB97M-V/def2-TZVPD

The geometry in XYZ format:
```
17
Properties=species:S:1:pos:R:3:forces:R:3
C -0.53231 0.24909 0.42751 0.616 2.606 -0.099
C 0.89257 0.56444 -0.09952 -0.700 -1.069 0.306
C 1.68814 1.22155 1.05015 1.370 -1.327 -1.282
O 1.52631 -0.64539 -0.56296 0.231 0.286 0.824
C -1.35804 -0.87957 -0.17751 -1.810 -0.378 3.319
N -1.34985 -1.25220 -1.56083 0.949 -0.298 -0.500
H -1.01069 1.23983 0.34699 -0.378 -0.255 -0.404
H -0.40320 0.24358 1.53210 -0.527 -1.149 -0.611
H 0.82992 1.16466 -1.01100 0.051 0.602 0.361
H 2.73123 1.16008 0.73861 0.189 0.360 -0.069
H 1.47462 2.23149 1.28936 -0.555 1.032 -0.143
H 1.69770 0.66610 1.98103 -0.541 -0.441 0.051
H 0.81362 -1.28199 -0.66655 0.174 -0.255 -0.284
H -2.42397 -0.73740 0.13850 0.588 0.589 -0.104
H -1.14352 -1.69009 0.57019 0.339 -0.389 -1.454
H -2.20219 -1.75031 -1.76366 0.068 -0.004 -0.227
H -1.23033 -0.50389 -2.23238 -0.061 0.091 0.317
```
Forces are in eV/Å.

## Properties
Structure (SMILES) ... C[C@@H](O)CCN
HOMO level ... -9.2 eV


C4H11NO | ωB97M-V/def2-TZVPD

The geometry in XYZ format:
```
17
Properties=species:S:1:pos:R:3:forces:R:3
C -1.27153 -1.80482 -0.61115 0.051 -0.032 0.504
C -2.19624 -1.80577 0.61308 -0.375 -0.209 -0.966
H -0.24519 -2.00052 -0.29883 0.032 0.054 -0.125
H -1.56993 -2.57356 -1.32391 0.001 0.016 -0.056
H -1.29555 -0.83272 -1.10131 0.045 -0.010 -0.081
H -3.22171 -1.67476 0.25137 -0.006 0.179 0.227
H -1.95194 -1.00017 1.29758 0.072 -0.091 0.174
H -2.19120 -2.78312 1.09305 0.194 0.093 0.301
C 0.87124 2.40491 -0.35233 0.477 0.186 -0.289
C 1.33146 1.15877 0.36303 -1.201 -0.196 0.306
O 0.54741 0.42855 0.94821 0.234 0.156 -0.072
N 2.64506 0.87739 0.29073 0.760 -0.192 -0.028
H 0.66496 2.15158 -1.39424 0.001 -0.015 0.010
H 1.65174 3.16885 -0.34401 -0.079 0.035 -0.045
H 2.97628 0.01827 0.70663 -0.096 0.197 -0.096
H 3.28921 1.45586 -0.21742 -0.029 -0.032 0.037
H -0.03405 2.81126 0.07951 -0.081 -0.137 0.197
```
Forces are in eV/Å.

## Properties
Structure (SMILES) ... CC(N)=O.CC
HOMO level ... -9.8 eV


C4H11NO | ωB97M-V/def2-TZVPD

The geometry in XYZ format:
```
17
Properties=species:S:1:pos:R:3:forces:R:3
C -0.60114 -0.44521 -2.42789 -1.893 -2.057 0.062
C 0.25927 -0.78393 -3.37882 1.013 1.658 0.658
N -0.70840 0.61049 -1.56386 0.391 0.696 -1.023
H -1.45187 -1.14223 -2.32632 0.286 0.228 0.219
H 0.14299 -1.64244 -4.00517 -0.085 -0.179 -0.144
H 1.13490 -0.13596 -3.43708 0.093 -0.325 -0.577
H -0.21096 1.44864 -1.79982 0.315 0.028 0.304
H -0.93786 0.45069 -0.60691 -0.058 -0.090 0.457
H -0.66809 1.31116 1.68400 0.000 -0.424 0.077
C 0.21679 -0.38613 2.29634 -1.207 0.430 -0.652
O -0.70940 0.36819 1.45957 0.550 0.653 0.235
C 1.36710 0.38835 2.89040 0.029 0.374 -0.790
H 0.55047 -1.15707 1.60609 0.213 -0.301 0.355
H -0.42651 -0.79715 3.07515 0.346 -0.347 0.156
H 1.90307 -0.28729 3.55171 0.108 0.255 0.274
H 1.03983 1.30823 3.38026 -0.132 -0.302 0.471
H 2.05516 0.74708 2.11979 0.031 -0.297 -0.082
```
Forces are in eV/Å.

## Properties
Structure (SMILES) ... C=CN.CCO
HOMO level ... -8.0 eV


C4H11NO | ωB97M-V/def2-TZVPD

The geometry in XYZ format:
```
17
Properties=species:S:1:pos:R:3:forces:R:3
C 1.61393 -1.20212 -0.11022 -0.487 0.347 0.076
N 0.49695 -1.00081 0.82353 -0.222 -0.562 -0.443
C -1.03890 -0.29444 -1.10036 0.340 -0.329 0.459
C -0.56216 -0.09396 0.35521 0.606 0.239 -1.085
C -0.12113 1.35179 0.57785 0.415 -0.334 0.165
O -1.27800 2.11423 0.85104 -0.356 0.132 -0.043
H 2.34295 -1.84391 0.36900 0.336 0.162 0.119
H 2.02724 -0.22667 -0.37466 0.303 -0.147 0.143
H 1.33702 -1.68905 -1.04639 -0.098 -0.079 -0.151
H 0.07703 -1.91605 0.95149 -0.035 0.085 0.233
H -1.52266 0.61779 -1.43574 -0.276 -0.076 -0.146
H -1.69330 -1.16371 -1.19055 -0.239 0.190 0.045
H -0.20124 -0.51323 -1.75122 0.224 0.265 -0.230
H -1.42122 -0.25058 0.96711 -0.513 -0.065 0.806
H 0.57921 1.33160 1.41421 -0.052 0.194 0.228
H 0.42653 1.73889 -0.28908 -0.109 0.034 -0.120
H -1.06224 3.04020 0.98877 0.163 -0.056 -0.056
```
Forces are in eV/Å.

## Properties
Structure (SMILES) ... CN[C@H](C)CO
HOMO level ... -8.9 eV


C4H11NO | ωB97M-V/def2-TZVPD

The geometry in XYZ format:
```
17
Properties=species:S:1:pos:R:3:forces:R:3
C -1.81967 -1.99795 0.39519 -0.004 2.365 -0.974
C -1.35953 -0.86635 1.39557 -1.594 -2.447 -0.702
O -0.50974 -1.03845 2.22114 0.476 0.541 0.391
N -2.20378 0.19360 1.26248 1.114 0.465 0.073
H -1.36556 -2.94842 0.47365 0.632 -0.759 0.479
H -1.66413 -1.61988 -0.63034 0.411 -0.155 0.197
H -2.59089 0.76660 1.94546 0.570 1.037 2.145
H -2.88432 0.17019 0.58492 -1.326 -0.714 -2.198
H -2.90112 -2.06174 0.38937 -0.252 -0.319 0.575
C 1.92179 1.34638 -0.32132 -0.059 -0.635 2.697
C 2.40085 1.03657 -1.73511 1.490 -1.325 -0.377
H 2.27917 2.28272 0.27123 0.132 -1.590 -1.524
H 0.84350 1.45176 -0.17114 -0.202 0.040 -0.896
H 2.06701 0.44488 0.35474 0.425 1.105 -0.600
H 1.99183 1.74683 -2.41142 -0.704 0.246 -0.923
H 3.49488 1.15517 -1.90944 -0.468 0.186 0.736
H 2.29970 -0.06192 -2.11501 -0.641 1.957 0.901
```
Forces are in eV/Å.

## Properties
Structure (SMILES) ... CC(N)=O.CC
HOMO level ... -9.9 eV


C4H11NO | ωB97M-V/def2-TZVPD

The geometry in XYZ format:
```
17
Properties=species:S:1:pos:R:3:forces:R:3
C -0.47388 -0.25669 -2.75477 0.869 0.170 0.348
C 0.13378 -0.48538 -1.35819 -0.539 0.014 -0.451
C -0.68788 0.11028 -0.22657 -0.405 0.086 0.448
C 0.40649 1.32599 1.42572 0.086 1.393 0.036
N 0.10234 0.19375 0.99655 0.042 -0.690 0.045
H 0.29493 -0.42014 -3.51502 -0.128 -0.237 0.030
H -1.31282 -0.90614 -2.96219 -0.301 -0.012 -0.021
H -0.74235 0.78925 -2.85996 -0.376 0.142 -0.043
H 1.11264 -0.03161 -1.32739 0.393 0.178 0.019
H 0.26609 -1.54720 -1.19165 0.141 -0.256 0.121
H -1.55404 -0.50186 0.03086 0.015 -0.269 -0.220
H -1.12172 1.08170 -0.50074 0.325 0.182 -0.109
H 0.10088 2.25689 0.92112 -0.112 -0.151 -0.113
H 0.99719 1.51606 2.32369 -0.027 -0.594 0.004
H 0.08855 -0.86488 3.47754 0.336 0.034 0.251
H 1.52933 -1.30530 3.45755 -0.115 0.109 0.221
O 0.86047 -0.95473 4.06344 -0.204 -0.099 -0.566
```
Forces are in eV/Å.

## Properties
Structure (SMILES) ... C=NCCC.O
HOMO level ... -9.9 eV


Calculated largest force on an atom, 0.0987 0.0400 0.0499 0.0528 0.0372 0.0304 0.0934 0.0463 0.0739 0.0244 0.0544 0.0246 0.0584 0.0272 hartree/bohr (same order as the records).
Calculated energy above the lowest of the compared OMol25 structures with the same formula, charge and spin, 38.6 14.8 150.5 43.6 42.0 60.4 108.5 38.6 38.5 1.4 42.1 28.7 28.3 30.9 kcal/mol (same order as the records).